Formula: C30H29FN5O3S2Tc
Source: OMol25
Level of theory: ωB97M-V with the def2-TZVPD basis set

Positions of all 71 atoms, in Å:
Tc  1.144  -0.617  -3.195
F  1.389  1.012  3.458
C  0.970  -0.150  2.930
C  0.868  -0.264  1.580
C  0.393  -1.454  1.001
C  0.352  -1.613  -0.430
O  0.621  -0.608  -1.193
C  0.006  -2.901  -0.892
C  -0.390  -3.878  -0.004
N  -0.456  -3.692  1.310
C  -0.949  -4.774  2.153
C  -2.189  -5.505  1.745
C  -2.224  -4.575  2.919
C  -0.005  -2.501  1.859
C  0.108  -2.355  3.245
C  0.610  -1.194  3.817
N  0.737  -1.043  5.185
C  1.884  -0.419  5.822
C  1.436  0.660  6.800
N  0.487  0.049  7.791
C  -0.668  -0.621  7.113
C  -0.149  -1.681  6.140
C  0.080  -3.307  -2.330
O  -0.103  -4.426  -2.696
O  0.413  -2.309  -3.162
H  1.149  0.566  0.946
H  -0.661  -4.853  -0.387
H  -0.151  -5.346  2.612
H  -2.211  -6.571  1.918
H  -2.708  -5.190  0.849
H  -2.295  -4.991  3.914
H  -2.747  -3.638  2.778
H  -0.155  -3.187  3.880
H  2.553  0.018  5.088
H  2.455  -1.186  6.364
H  0.915  1.460  6.278
H  2.286  1.079  7.337
H  0.146  0.763  8.438
H  0.990  -0.641  8.356
H  -1.215  0.142  6.561
H  -1.324  -1.059  7.863
H  -1.005  -2.122  5.635
H  0.372  -2.476  6.689
S  4.857  -0.641  -5.882
C  3.540  -0.583  -5.078
N  2.490  -0.512  -4.460
N  0.781  1.307  -3.412
S  0.485  1.961  -4.936
C  1.087  3.632  -4.824
C  2.218  3.908  -5.585
C  2.731  5.195  -5.574
C  2.114  6.177  -4.811
C  0.984  5.883  -4.054
C  0.455  4.605  -4.058
C  -1.304  2.191  -5.010
C  -1.818  3.178  -5.839
C  -3.194  3.320  -5.930
C  -4.034  2.484  -5.209
C  -3.507  1.471  -4.420
C  -2.134  1.311  -4.326
H  0.411  1.900  -2.670
H  2.678  3.131  -6.185
H  3.601  5.432  -6.170
H  2.509  7.184  -4.808
H  0.499  6.655  -3.472
H  -0.438  4.377  -3.490
H  -1.170  3.829  -6.412
H  -3.608  4.081  -6.578
H  -5.106  2.618  -5.267
H  -4.163  0.796  -3.888
H  -1.725  0.505  -3.735

Results
* 2S+1: 2
* ΔE to the lowest compared entry with this formula, charge and spin: 1.0098 eV
* E_HOMO (spin up / spin down): -15.945 / -15.941 eV
* net charge: +3
* orbital gap (spin up / spin down): 6.2 / 6.5 eV